[1]
DFT (the ωB97M-V functional and the def2-TZVPD basis) results for 20 unconnected molecules or ions with the total composition C54H155N7O33.

Results
- Maximum force: 2.94 eV Å⁻¹
- E_HOMO: -8.651 eV
- Orbital gap: 8.95 eV
- Electronic energy: -136502.29909 eV

Positions of all 249 atoms, in Å:
C 4.43558 4.46920 1.06326
C 3.02230 4.84651 0.66228
C 2.69875 4.25428 -0.69647
O 3.43920 4.80182 -1.77462
C 2.92743 6.07849 -2.05594
N 2.06440 4.15310 1.56207
H 4.69540 3.42039 0.91850
H 4.64004 4.63585 2.14171
H 5.15852 5.04755 0.47840
H 2.92697 5.97426 0.61240
H 1.61977 4.36610 -0.95168
H 2.91832 3.20796 -0.63118
H 1.88589 6.01554 -2.39243
H 3.53241 6.53327 -2.86079
H 2.95722 6.79009 -1.25153
H 2.23087 4.45723 2.53998
H 1.13505 4.54469 1.41472
C -1.65691 -6.05816 -1.57515
C -1.13814 -7.17692 -0.71577
C -1.36626 -8.55502 -1.30928
O -2.76260 -8.83848 -1.31948
C -2.91543 -10.14940 -1.88271
N 0.32812 -7.00723 -0.43403
H -1.21530 -5.97743 -2.57716
H -1.60298 -5.12072 -1.02969
H -2.70438 -6.26068 -1.77709
H -1.57536 -7.09278 0.27969
H -0.85898 -9.19300 -0.60124
H -0.89443 -8.70496 -2.28070
H -4.00153 -10.31905 -1.84530
H -2.52213 -10.95774 -1.24636
H -2.42646 -10.18702 -2.89214
H 0.94766 -6.91723 -1.26626
H 0.63937 -7.80264 0.10006
C -5.03853 4.24590 -4.17114
C -4.35239 3.05354 -3.53930
C -4.44769 3.00663 -2.00292
O -3.87388 4.06573 -1.33094
C -4.03154 4.00997 0.05245
N -4.97761 1.84263 -3.95321
H -5.98136 4.47978 -3.71346
H -5.06109 4.14439 -5.27688
H -4.31257 5.07847 -4.05044
H -3.29510 3.14389 -3.86523
H -4.10747 2.08973 -1.52209
H -5.52918 2.97003 -1.82457
H -5.09948 3.95171 0.27253
H -3.74882 4.98311 0.50791
H -3.50281 3.21646 0.56342
H -5.15983 1.97555 -4.94405
H -4.24082 1.13082 -3.93621
C -0.31604 4.90458 -6.58976
C -0.13452 3.58623 -5.88303
C 1.31908 3.56290 -5.40928
O 1.72742 2.32272 -4.89851
C 2.92270 2.48324 -4.07421
N -0.92862 3.34275 -4.70804
H 0.20368 4.94376 -7.55062
H 0.11532 5.74032 -6.00379
H -1.36519 5.14569 -6.73610
H -0.32595 2.74295 -6.59865
H 1.24642 4.36308 -4.64042
H 1.97888 3.84051 -6.24915
H 3.45636 1.53612 -3.97486
H 2.58494 2.93453 -3.11292
H 3.63649 3.16539 -4.56775
H -0.55070 2.56087 -4.14207
H -0.98005 4.23815 -4.23007
C -5.17380 -0.07104 6.68717
C -4.77812 -1.31553 5.97332
C -6.02915 -1.97993 5.36652
O -6.96023 -2.38228 6.35223
C -6.87367 -3.67189 6.95697
N -3.83673 -0.99386 4.84411
H -5.65268 -0.29815 7.65713
H -5.73784 0.59757 6.05950
H -4.23781 0.42391 6.98836
H -4.42411 -2.07822 6.71702
H -5.61663 -2.77570 4.73431
H -6.63233 -1.23023 4.78448
H -7.79866 -3.87861 7.52868
H -6.02234 -3.72166 7.66286
H -6.74605 -4.45641 6.20846
H -3.15842 -0.26329 5.11521
H -3.43500 -1.81866 4.42252
C 2.32990 3.62020 7.29494
C 2.40551 3.90822 5.83820
C 1.94838 5.31143 5.52993
O 1.81050 5.53129 4.10688
C 1.55955 6.85396 3.63455
N 3.77711 3.72322 5.33774
H 1.37714 3.97965 7.68262
H 3.13561 4.14826 7.81793
H 2.35700 2.54162 7.43752
H 1.62891 3.27307 5.34152
H 2.64963 6.06775 5.97024
H 0.97519 5.40158 6.04502
H 1.54266 6.73643 2.55101
H 2.38937 7.50908 3.87316
H 0.56380 7.26592 3.86677
H 4.03501 2.74191 5.52972
H 3.64969 3.77421 4.32911
C 6.80496 -1.60704 0.47254
C 7.66246 -0.40938 0.06249
C 6.91513 0.85449 0.53044
O 5.67424 1.10087 -0.15835
C 5.76912 1.81076 -1.35267
N 8.96317 -0.49030 0.78010
H 5.74065 -1.51517 0.32384
H 7.08898 -1.72324 1.55985
H 7.11838 -2.56255 -0.02515
H 7.70959 -0.26284 -1.02346
H 7.63545 1.64896 0.35410
H 6.74912 0.80703 1.60649
H 4.78483 1.68969 -1.87867
H 6.51919 1.42952 -2.03853
H 5.99297 2.85826 -1.19209
H 9.27761 -1.43045 0.92919
H 9.64045 0.02317 0.28272
C -0.98494 6.97350 -0.61484
C -1.40442 6.65184 -1.98923
O -1.34975 5.25042 -2.18599
O -1.82291 6.41452 0.33817
H -0.92903 8.06867 -0.55369
H 0.04385 6.62259 -0.42172
H -0.76684 7.22151 -2.69030
H -2.44178 6.99414 -2.15922
H -2.22845 4.83789 -1.95310
H -2.70755 6.72807 0.21394
C 4.02079 -2.87000 -3.56636
C 3.07735 -1.83910 -2.82950
O 3.68142 -0.90608 -1.92633
O 4.60921 -3.89044 -2.71891
H 4.79036 -2.31634 -4.09522
H 3.41035 -3.38830 -4.30454
H 2.28355 -2.37126 -2.30549
H 2.55267 -1.34216 -3.65216
H 3.84494 -1.43494 -1.12413
H 4.68420 -3.47448 -1.86295
C -3.98406 -0.14183 1.42928
C -4.36343 -0.55345 0.06509
O -4.84596 -1.85631 0.06729
O -5.08694 -0.32850 2.27053
H -3.67956 0.87098 1.29350
H -3.13202 -0.68716 1.81262
H -3.53355 -0.56152 -0.65806
H -5.10825 0.12457 -0.36342
H -5.20849 -2.02609 0.92940
H -4.82031 -0.30731 3.20610
C 0.23979 -0.59423 -5.53395
C 1.18195 -0.75509 -6.72685
O 1.97734 -1.90204 -6.48378
O -0.64451 -1.72381 -5.38028
H -0.37253 0.31019 -5.72142
H 0.75633 -0.33161 -4.60936
H 1.81270 0.11995 -6.82610
H 0.68281 -0.79549 -7.70010
H 2.85483 -1.88682 -6.93946
H -0.14588 -2.48197 -5.00182
C -1.63936 2.90601 3.58247
C -1.57011 4.26734 2.86495
O -0.94693 4.12027 1.63244
O -0.29156 2.56006 3.89669
H -2.17590 2.10522 3.05346
H -2.20337 3.06629 4.51007
H -0.99287 4.91570 3.55878
H -2.51506 4.83698 2.78153
H -1.31730 4.71028 0.96372
H 0.14770 2.36754 3.06087
C -3.67608 -4.93341 2.08601
C -2.95252 -4.55535 3.36982
O -2.43200 -3.21870 3.29711
O -4.40576 -6.13453 2.25050
H -3.01468 -4.96485 1.22173
H -4.35790 -4.09905 1.82099
H -2.18330 -5.35285 3.55253
H -3.67191 -4.54038 4.21347
H -1.55712 -3.14753 3.69878
H -4.78533 -6.35427 1.40967
C 1.91435 0.55995 2.75045
C 3.23523 0.13197 2.10395
O 4.18674 1.18580 2.12165
O 1.29255 1.60477 2.03866
H 2.05744 0.72496 3.82858
H 1.22349 -0.26265 2.72598
H 3.10609 -0.20904 1.08898
H 3.60185 -0.77421 2.59637
H 4.68832 1.13229 1.30104
H 1.92889 2.32509 1.82747
C -3.66159 -1.66724 -3.29149
C -2.94105 -2.65618 -2.30124
O -3.77248 -3.58086 -1.72290
O -2.79060 -0.64236 -3.71966
H -4.48362 -1.20662 -2.74058
H -4.22185 -2.17850 -4.14485
H -2.55719 -2.00221 -1.52911
H -2.07816 -3.11768 -2.78186
H -4.27504 -3.11921 -1.00596
H -2.26234 -0.95752 -4.46379
C -0.11659 -0.71180 5.68516
C -0.36628 -2.17615 5.77735
O -0.08848 -2.94677 4.66983
O -0.93648 -0.08900 4.73152
H 0.96072 -0.61937 5.43033
H -0.29618 -0.33303 6.72468
H -1.45461 -2.23951 6.02180
H 0.19015 -2.50805 6.65772
H 0.73812 -2.72226 4.23769
H -0.48568 0.69904 4.34530
C -0.41568 -2.70169 0.45704
C -0.05797 -3.85459 1.36276
O 1.03821 -4.62910 0.81556
O 0.69771 -1.77898 0.35409
H -1.34112 -2.27025 0.83708
H -0.71689 -3.07263 -0.54606
H -0.91834 -4.54512 1.40472
H 0.10007 -3.55244 2.39964
H 0.71085 -5.45724 0.38749
H 0.20950 -0.93552 0.30309
C -0.57510 -4.47257 -7.06760
C -0.44926 -5.09779 -5.64803
O 0.33843 -4.25110 -4.74834
O 0.58023 -4.56206 -7.80126
H -0.94651 -3.46265 -6.95412
H -1.37653 -5.01793 -7.61231
H 0.03691 -6.07959 -5.82554
H -1.37774 -5.30637 -5.09636
H 1.25967 -4.33603 -5.01364
H 1.19776 -3.91629 -7.41906
C 3.96931 -3.96634 2.02573
C 3.83116 -3.92670 0.48474
O 3.39511 -2.65283 0.04672
O 2.76023 -3.67764 2.76753
H 4.76174 -3.33881 2.39674
H 4.28882 -5.02022 2.23103
H 3.14495 -4.69485 0.13148
H 4.78866 -4.15905 0.05803
H 2.43709 -2.53508 0.13632
H 2.12234 -4.27956 2.32431
C 0.74909 0.82845 -1.80424
C -0.43728 1.34596 -1.02206
O -0.52824 0.72422 0.23775
O 1.92266 1.02743 -1.04735
H 0.82430 1.36780 -2.74961
H 0.62368 -0.24100 -2.06943
H -1.33647 1.15120 -1.56966
H -0.37226 2.42760 -0.84922
H 0.24309 1.04770 0.81383
H 2.62002 0.47523 -1.42939



[2]
DFT (the ωB97M-V functional and the def2-TZVPD basis) results for a molecular structure, C54H31Cl3GeN11STi.

Results
- Maximum force: 0.43 eV Å⁻¹
- Total charge: -2
- E_HOMO (alpha / beta): -0.910 / -1.892 eV
- Spin multiplicity: 2
- Relative energy (zero: lowest compared OMol25 entry of this formula, charge and spin): 205.4 kcal/mol
- Orbital gap (alpha / beta): 4.72 / 5.65 eV
- Electronic energy: -200929.79369 eV
- <S²>: 0.7874

Positions of all 102 atoms, in Å:
Ti 1.04684 1.00265 -0.41514
C 2.53809 -5.28698 -0.98260
C 3.34453 -5.06766 0.12927
C 3.40005 -3.82132 0.74697
C 2.65173 -2.78902 0.21974
C 2.30237 -1.41433 0.78841
N 1.40914 -1.68676 1.92204
C 0.35100 -2.41354 1.62330
C 0.11940 -3.78354 1.95632
C 0.69927 -4.60123 2.94216
C 0.43506 -5.94760 2.92640
C -0.36169 -6.52740 1.90507
C -0.88019 -5.75144 0.89600
C -0.65480 -4.36974 0.92286
C -0.95461 -3.35798 -0.04659
N -1.44190 -3.58609 -1.25371
C -1.54387 -2.66985 -2.23593
N -0.71112 -1.65612 -2.63678
C -1.39563 -0.67862 -3.45014
N -1.45291 0.63527 -2.79224
C -1.81957 0.42739 -1.39921
N -0.82741 0.01346 -0.55697
C -1.31391 -0.98108 0.23934
N 0.47606 -1.19386 -2.18168
C 1.23003 -1.71859 -1.26225
N 1.72692 -0.79640 -0.40504
C 1.84136 -3.01766 -0.90229
C 1.77241 -4.25587 -1.51383
C -2.70019 -1.06361 0.05801
C -3.69365 -1.92524 0.58183
C -4.96407 -1.83900 0.09330
C -5.30088 -0.91396 -0.93923
C -4.35811 -0.09100 -1.48161
C -3.03202 -0.14857 -0.99240
C -2.61799 -1.31370 -3.77850
C -3.71360 -0.89973 -4.55934
C -4.79722 -1.73426 -4.68198
C -4.84658 -2.98392 -4.02351
C -3.80215 -3.38905 -3.22395
C -2.68699 -2.55581 -3.10156
N -0.52927 -2.14716 0.52561
H 2.49452 -6.27248 -1.42909
H 3.92194 -5.88938 0.53632
H 3.98924 -3.67445 1.64383
H 1.33852 -4.15715 3.69553
H 0.85548 -6.58704 3.69448
H -0.54186 -7.59603 1.91358
H -1.45260 -6.18443 0.08439
H 1.12380 -4.41855 -2.36486
H -3.43762 -2.64450 1.35163
H -5.73521 -2.49160 0.48635
H -6.31835 -0.88275 -1.31052
H -4.61581 0.58826 -2.28491
H -3.68950 0.06300 -5.05715
H -5.64183 -1.42516 -5.28853
H -5.72070 -3.61411 -4.13548
H -3.83662 -4.32181 -2.67389
N 3.61342 6.41197 8.10477
C 3.33703 5.81086 7.16268
C 2.99298 5.06079 5.98710
C 2.43712 3.78939 6.11166
C 2.10467 3.07348 4.97410
C 2.33290 3.59652 3.70002
C 2.87954 4.87893 3.59496
C 3.21100 5.60748 4.72106
C 1.98518 2.83944 2.47767
C 2.60033 1.66421 2.19423
C 3.55131 0.95751 3.06235
C 3.87952 -0.20370 2.50531
C 3.26804 -0.29849 1.15366
N 2.39622 0.91174 1.05219
C 0.94807 3.38684 1.63778
C 0.18447 4.52331 1.84342
C -0.77148 4.56518 0.79876
C -0.54764 3.46858 0.01125
N 0.51130 2.72459 0.50538
H 2.25837 3.37548 7.09543
H 1.65342 2.09319 5.06030
H 3.05025 5.28780 2.60707
H 3.64562 6.59441 4.63101
H 3.88882 1.33724 4.01442
H 4.54418 -0.95448 2.90785
H 4.04492 -0.26939 0.38381
H 0.29332 5.21972 2.65961
H -1.54586 5.30093 0.64470
H -1.11943 3.13788 -0.83606
S -0.05253 1.57492 -2.97478
C -0.76748 3.18022 -3.27209
C 0.08421 4.28139 -3.29851
C -0.43522 5.54581 -3.51668
C -1.80019 5.72412 -3.70765
C -2.64170 4.62321 -3.67807
C -2.13226 3.34933 -3.45979
H 1.14745 4.15212 -3.14328
H 0.23343 6.39757 -3.52593
H -2.20339 6.71636 -3.86927
H -3.70887 4.74942 -3.81639
H -2.78022 2.48486 -3.42652
Cl 3.39748 2.94416 -3.64946
Ge 3.22556 2.01078 -1.62688
Cl 4.21730 3.60922 -0.45972
Cl 4.91145 0.57225 -1.86333



[3]
DFT (the ωB97M-V functional and the def2-TZVPD basis) results for a molecular structure, C54H41ClF10N5OPTi.

Results
- Maximum force: 1.41 eV Å⁻¹
- E_HOMO: -7.372 eV
- Relative energy (zero: lowest compared OMol25 entry of this formula, charge and spin): 58.2 kcal/mol
- Orbital gap: 6.27 eV
- Electronic energy: -138261.76096 eV

Positions of all 114 atoms, in Å:
Ti -0.26572 0.05958 -1.10407
Cl 6.53938 -0.14869 -3.88094
C 5.04551 -0.14509 -2.99700
C 5.04319 -0.55802 -1.65216
C 3.88214 -0.57218 -0.92670
C 2.67108 -0.16897 -1.52453
O 1.55332 -0.21673 -0.86817
C 2.67644 0.23339 -2.87409
C 1.46466 0.53563 -3.55036
N 0.26524 0.53241 -3.04868
C -0.79573 0.86666 -3.95296
C -0.67271 1.81266 -4.93476
C -1.74523 2.07557 -5.81011
C -2.91452 1.37642 -5.70208
C -3.06585 0.40089 -4.69039
C -4.23428 -0.38582 -4.52574
C -4.26963 -1.31694 -3.53543
C -3.16615 -1.43524 -2.65429
N -2.10067 -0.68921 -2.74381
C -2.01479 0.17634 -3.78711
C 3.88576 0.23931 -3.60347
H 5.97209 -0.87753 -1.19869
H 3.86018 -0.91748 0.09743
H 1.55617 0.74657 -4.61459
H 0.23443 2.39773 -5.01587
H -1.63219 2.84192 -6.56480
H -3.73777 1.56124 -6.38077
H -5.07062 -0.24212 -5.19881
H -5.13079 -1.95418 -3.38951
H -3.17850 -2.13468 -1.82830
H 3.88623 0.54049 -4.64341
C -4.17855 -1.97799 0.86831
N -2.82848 -1.73626 0.39508
C -2.36708 -0.42167 0.79389
C -2.99026 0.68200 -0.07199
N -2.01319 1.27702 -0.98579
C -2.44446 2.41283 -1.61346
C -1.57324 3.38254 -2.15421
F -0.24084 3.21017 -2.08056
C -1.97794 4.53113 -2.80051
F -1.05185 5.37035 -3.28016
C -3.31758 4.82183 -2.95626
F -3.72028 5.93700 -3.57474
C -4.22229 3.90309 -2.46696
F -5.53080 4.11020 -2.63796
C -3.79999 2.74291 -1.84136
F -4.79112 1.87819 -1.53186
C -1.95519 -2.83069 0.76839
C -0.49126 -2.65344 0.38139
N -0.28380 -2.05887 -0.94588
C 0.77867 -2.62863 -1.64944
C 1.95630 -3.11461 -1.05568
F 2.16134 -2.97559 0.26316
C 3.01536 -3.64186 -1.77242
F 4.11921 -4.03043 -1.12933
C 2.97067 -3.69701 -3.15110
F 3.99703 -4.18008 -3.85222
C 1.83613 -3.22675 -3.78278
F 1.74919 -3.27466 -5.11565
C 0.77671 -2.72481 -3.04803
F -0.29285 -2.33818 -3.75581
H -4.23553 -1.97880 1.96957
H -4.52439 -2.94870 0.50955
H -4.86272 -1.21553 0.49477
H -1.27276 -0.37163 0.71657
H -2.55891 -0.23214 1.86102
H -3.40277 1.46466 0.57429
H -3.82959 0.23152 -0.60802
H -2.35574 -3.72772 0.28583
H -1.98040 -3.01718 1.85903
H -0.06741 -3.66001 0.40604
H 0.02764 -2.09281 1.15727
C -1.70431 1.77808 3.54830
C -1.26565 0.86156 4.66294
C -1.93161 0.96109 5.88128
C -1.56241 0.20439 6.98131
C -0.49518 -0.67073 6.87258
C 0.17618 -0.79015 5.66502
C -0.19291 -0.04450 4.54638
P 0.60716 -0.23179 2.88910
C 1.99254 -1.40679 3.21213
C 1.50294 -2.68420 3.52022
C 2.32985 -3.76781 3.74367
C 3.70044 -3.59978 3.63298
C 4.20189 -2.35834 3.29179
C 3.38398 -1.24698 3.06833
C 4.09508 0.02727 2.68178
C 1.30350 1.44029 2.71485
C 1.89979 2.05031 3.82564
C 2.40812 3.32845 3.76441
C 2.31501 4.02706 2.56467
C 1.70437 3.44298 1.47495
C 1.16181 2.14478 1.51628
C 0.43318 1.75504 0.24139
H -1.16224 2.72525 3.59693
H -2.77014 1.99388 3.63456
H -1.51911 1.36290 2.55702
H -2.76121 1.65450 5.96264
H -2.10378 0.30018 7.91356
H -0.17815 -1.25980 7.72357
H 1.01511 -1.46889 5.60548
H 0.42850 -2.82849 3.58320
H 1.90674 -4.73444 3.98443
H 4.37305 -4.43228 3.79336
H 5.27313 -2.23397 3.18131
H 5.08608 -0.21704 2.29657
H 4.23086 0.68644 3.53880
H 3.56566 0.59717 1.92423
H 1.96311 1.49250 4.75356
H 2.87105 3.77976 4.63239
H 2.70723 5.03338 2.48670
H 1.61466 4.00758 0.55374
H 1.07711 2.09177 -0.57804
H -0.44906 2.39611 0.21817